C4H6O2 | wB97M-V/def2-TZVPD

```
! wB97M-V def2-TZVPD RIJCOSX def2/J DEFGRID3
* xyz 0 1
O 0.619 -1.302 -0.298
O 0.762 2.099 0.773
C -0.953 0.567 -0.166
C -0.851 -0.922 -0.031
C 1.410 -0.168 -0.037
C 0.441 1.049 0.266
H -1.121 0.900 -1.199
H 2.020 -0.261 0.870
H -1.860 0.691 0.432
H 2.067 0.055 -0.892
H -1.033 -1.235 1.010
H -1.500 -1.473 -0.727
*
```

Output
LUMO level: 0.030 Eh
Strongest force on any atom: 2.66 eV/Å
HOMO level: -0.3597 Ha
ΔE to the lowest compared entry with this formula, charge and spin: 138.3 kJ/mol
SMILES: O=C1CCOC1
Electronic energy: -8339.028 eV

***

C19H21FIrO2S4 | wB97M-V/def2-TZVPD

```
! wB97M-V def2-TZVPD RIJCOSX def2/J DEFGRID3
* xyz 1 5
Ir 0.753 -0.168 -0.722
S 3.290 -0.414 -0.738
S 0.948 -1.487 -2.976
S -0.655 0.277 1.192
S 0.825 -2.535 0.232
F -0.067 5.304 -3.368
O -5.915 1.971 5.085
O -4.586 0.996 6.566
C -1.855 0.559 2.421
C 0.092 2.982 -3.625
C -3.779 1.089 4.345
C -0.016 3.999 -1.423
C 0.183 1.739 -3.034
C 1.032 -3.240 -2.505
C 3.696 -1.305 -2.275
C -4.168 0.785 3.042
C -1.467 0.868 3.733
C 0.308 -3.524 -1.197
C 0.009 4.097 -2.804
C 0.204 1.563 -1.631
C 2.672 -1.098 -3.382
C -3.215 0.500 2.084
C 3.475 -1.702 0.527
C -2.427 1.110 4.691
C -4.775 1.349 5.441
C 2.600 -2.933 0.346
C 0.052 2.741 -0.858
H 2.075 -3.551 -2.467
H -3.504 0.230 1.078
H -5.876 2.273 4.170
H 2.887 -3.493 -0.542
H 2.737 -3.594 1.201
H 3.234 -1.188 1.459
H -2.153 1.318 5.716
H 0.398 -4.580 -0.939
H 0.073 3.110 -4.698
H 4.659 -0.930 -2.620
H 4.523 -1.999 0.583
H 0.213 0.880 -3.695
H 2.969 -1.666 -4.264
H -5.218 0.727 2.778
H -0.756 -3.305 -1.293
H -0.415 0.908 3.984
H 3.833 -2.361 -2.046
H 2.636 -0.046 -3.675
H 0.011 2.667 0.222
H 0.557 -3.823 -3.294
H -0.099 4.895 -0.824
*
```

Output
LUMO level (alpha / beta): -0.084 / -0.192 Eh
Strongest force on any atom: 0.67 eV/Å
HOMO level (alpha / beta): -0.3546 / -0.4304 Ha
Electronic energy: -73027.473 eV